The molecule C12H16N6O2S2 in a non-equilibrium geometry. Source: the Open Molecules 2025 dataset; level of theory: ωB97M-V with the def2-TZVPD basis set.

The geometry in XYZ format:
```
38
Properties=species:S:1:pos:R:3:forces:R:3:lowdin_charge:R:1
C -2.748 -1.698 0.412 0.084 0.051 -0.238 -0.095
C -2.734 -0.773 -0.800 -0.222 0.006 0.108 -0.262
C -3.635 0.454 -0.652 0.216 -0.092 -0.005 -0.203
C -3.229 1.373 0.512 -0.397 -0.061 -0.190 -0.197
C -1.801 1.750 0.404 0.497 -0.304 0.955 -0.597
N -1.285 2.414 -0.561 -1.431 -0.040 -0.562 0.025
N 0.026 2.584 -0.487 1.551 0.581 0.122 -0.013
C 0.564 2.043 0.549 -1.075 -0.401 0.629 -0.637
N 1.896 2.034 0.845 0.472 0.353 0.573 0.092
C 2.953 1.796 -0.019 0.088 0.604 0.082 -0.561
O 4.077 1.734 0.424 0.248 0.150 0.063 0.053
C 2.681 1.924 -1.505 0.038 -0.360 -0.393 -0.328
S 1.523 0.729 -2.256 -0.052 -0.033 -0.322 1.014
C 1.613 -0.563 -1.090 0.372 0.117 0.220 -0.624
N 2.426 -0.405 -0.101 0.026 -0.590 -0.208 0.085
C 2.497 -1.370 0.861 -0.632 -0.264 -0.357 -0.357
N 3.344 -1.068 1.875 0.151 0.038 0.135 0.164
C 1.709 -2.493 0.801 0.215 -0.029 0.242 0.045
C 0.801 -2.693 -0.277 0.170 0.299 -0.110 -0.476
O 0.037 -3.617 -0.458 -0.224 -0.305 -0.064 0.041
N 0.828 -1.640 -1.236 -0.123 -0.068 -0.160 0.146
S -0.605 1.234 1.598 0.122 0.457 -1.000 1.087
H -3.766 -2.004 0.646 -0.133 -0.041 0.089 0.078
H -2.323 -1.211 1.287 0.022 -0.005 0.150 0.048
H -2.160 -2.589 0.208 0.043 -0.087 0.075 0.057
H -3.064 -1.334 -1.677 0.066 0.012 -0.061 0.111
H -1.711 -0.440 -0.993 0.033 -0.014 -0.085 0.078
H -3.590 1.033 -1.575 -0.093 0.037 0.015 0.110
H -4.666 0.134 -0.494 -0.065 0.020 -0.053 0.112
H -3.404 0.878 1.467 -0.060 0.061 0.021 0.102
H -3.839 2.279 0.473 0.015 -0.033 0.120 0.120
H 2.135 1.881 1.818 0.087 0.031 -0.211 0.146
H 3.634 1.824 -2.024 -0.075 0.057 0.209 0.089
H 2.235 2.900 -1.704 0.009 -0.053 0.001 0.084
H 3.632 -1.803 2.497 -0.001 0.055 -0.001 0.108
H 3.992 -0.316 1.699 0.071 0.002 -0.006 0.092
H 1.752 -3.248 1.567 -0.039 -0.120 0.077 0.114
H 0.207 -1.733 -2.031 0.025 -0.031 0.139 0.150
```
Forces are in eV/Å.

Output
- relative energy (zero: lowest compared OMol25 entry of this formula, charge and spin) (eV) = 0.208
- structure (SMILES) = CCCCc1nnc(NC(=O)CSc2nc(N)cc(=O)[nH]2)s1
- multiplicity = 1
- charge = 0
- DFT total energy (Eh) = -1742.30913
- Kohn-Sham gap (eV) = 8.9

=====

A structure of composition C5H7O4Ru in a non-equilibrium geometry. Source: the Open Molecules 2025 dataset; level of theory: ωB97M-V with the def2-TZVPD basis set.

The geometry in XYZ format:
```
17
Properties=species:S:1:pos:R:3:forces:R:3:lowdin_spin:R:1
H 3.129 -0.120 -0.936 -0.183 0.643 -0.055 0.017
Ru 1.621 2.590 -1.359 -0.554 2.324 -1.104 3.777
O 2.726 1.736 -0.095 0.848 0.825 0.623 0.555
O 1.777 -0.266 0.537 0.890 0.729 -0.796 0.042
C 0.424 0.016 0.798 0.066 0.526 -0.357 0.007
C -0.361 -0.385 -0.445 -4.154 -1.738 2.111 0.006
O 1.278 0.713 -1.483 0.947 0.355 -0.870 0.501
C 2.315 0.515 -0.535 -0.203 -4.278 1.772 0.070
H 0.144 -0.525 1.711 0.225 -0.014 -0.427 0.001
H 0.287 1.089 1.018 -0.095 -0.130 0.042 0.004
H -0.841 0.368 -1.077 0.417 -0.470 0.126 0.003
H -0.099 -1.350 -0.894 0.401 0.730 -0.196 0.001
H -2.442 -1.641 -0.589 -0.060 0.086 0.209 0.000
O -3.478 0.612 1.194 0.796 -1.589 -0.187 0.003
C -1.958 -1.165 0.276 1.395 -0.323 -0.587 0.010
C -2.846 -0.265 0.854 -0.764 2.201 -0.081 0.003
H -1.674 -1.922 1.022 0.028 0.122 -0.223 0.000
```
Forces are in eV/Å.

Output
- multiplicity = 6
- charge = +2
- DFT total energy (Eh) = -589.62368
- Kohn-Sham gap (spin up / spin down) (eV) = 8.7 / 7.2
- ⟨S²⟩ = 8.763

=====

A cluster of 5 separate species, C16H42N5O6P3 in total in a non-equilibrium geometry. Source: the Open Molecules 2025 dataset; level of theory: ωB97M-V with the def2-TZVPD basis set.

The geometry in XYZ format:
```
72
Properties=species:S:1:pos:R:3:forces:R:3:lowdin_charge:R:1
C -1.061 0.178 -3.166 0.256 0.973 -0.124 -0.123
C -1.872 1.610 -3.285 0.370 -0.359 0.049 -0.202
C -2.593 2.100 -1.897 0.740 0.823 -0.974 -0.205
O -4.054 2.225 -2.170 0.139 -1.726 1.031 -0.282
C -4.757 0.980 -1.825 1.760 -0.670 2.041 -0.459
P -5.989 0.357 -3.153 0.980 0.132 -0.758 0.605
P -8.014 1.110 -2.841 -1.804 2.408 -0.284 0.390
N -8.328 2.529 -3.559 -0.704 -1.860 -0.248 -0.412
P -6.162 -1.817 -2.720 4.904 -1.671 2.065 0.486
O -4.702 -2.454 -2.602 -4.196 1.889 -0.643 -0.589
H 0.044 0.437 -2.813 -2.601 -1.022 -0.897 0.058
H -1.554 -0.534 -2.375 0.804 1.390 -1.573 0.064
H -1.083 -0.336 -4.224 0.226 0.924 2.189 0.090
H -2.688 1.488 -4.125 1.521 0.572 1.804 0.114
H -1.103 2.466 -3.591 -1.710 -1.948 0.420 0.114
H -2.200 3.189 -1.661 -1.107 -2.171 -0.380 0.130
H -2.341 1.435 -0.968 -0.678 1.018 -1.766 0.130
H -5.215 1.075 -0.741 0.641 -0.105 -2.133 0.113
H -3.916 0.137 -1.741 -2.106 1.340 -0.348 0.095
H -8.923 0.126 -3.388 0.807 -0.147 0.762 -0.026
H -8.294 1.238 -1.409 0.373 -0.648 -0.836 -0.023
H -9.108 2.339 -4.254 1.359 0.455 0.960 -0.039
H -6.736 -1.868 -1.369 -0.315 -0.264 -1.308 -0.013
H -6.964 -2.506 -3.699 -0.060 0.731 0.633 -0.013
C 2.250 -1.694 1.662 0.164 0.077 0.142 -0.100
N 2.164 -0.754 0.570 -0.495 0.056 -0.990 0.022
C 1.367 -0.818 -0.535 0.513 0.467 0.286 -0.502
C 0.446 -1.998 -0.675 -0.200 -0.101 -0.211 0.006
O 1.417 0.074 -1.378 0.141 -0.183 0.544 -0.034
H 2.006 -1.163 2.585 0.016 -0.587 -0.261 0.058
H 3.280 -2.054 1.718 -0.116 -0.109 0.232 0.086
H 1.574 -2.541 1.539 0.120 0.383 -0.123 0.064
H 2.755 0.069 0.594 -0.278 -0.250 -0.098 0.119
H -0.124 -1.909 -1.604 0.268 0.060 0.225 0.062
H 1.027 -2.923 -0.714 -0.152 0.015 0.174 0.091
H -0.258 -2.024 0.161 0.145 -0.198 0.016 0.092
C 3.954 4.102 -3.721 0.022 0.213 -0.410 -0.090
N 3.407 3.308 -4.796 -0.185 -0.356 -0.115 -0.007
C 2.861 2.061 -4.728 -0.211 -0.354 -0.791 -0.544
C 2.800 1.387 -3.386 -0.056 -0.081 -0.252 -0.035
O 2.438 1.522 -5.749 0.203 0.283 0.473 0.019
H 3.393 5.038 -3.672 0.165 0.073 0.292 0.080
H 4.997 4.320 -3.959 0.033 0.132 0.313 0.080
H 3.899 3.593 -2.757 -0.048 0.010 -0.260 0.074
H 3.413 3.697 -5.732 -0.004 -0.094 0.268 0.140
H 2.340 0.400 -3.492 0.136 0.419 -0.063 0.075
H 3.810 1.256 -2.987 -0.107 0.090 0.161 0.088
H 2.192 1.979 -2.698 0.204 -0.164 0.058 0.078
C 4.178 2.834 2.916 0.061 -0.055 -0.460 -0.076
N 4.018 1.400 2.931 -0.154 -0.493 0.457 0.007
C 3.758 0.592 3.998 0.038 -0.770 -0.401 -0.529
C 3.611 1.232 5.350 -0.075 -0.021 0.240 -0.009
O 3.652 -0.621 3.835 0.358 0.720 0.531 0.003
H 3.424 3.252 2.244 0.099 0.284 0.128 0.086
H 5.173 3.060 2.525 -0.075 0.302 0.101 0.085
H 4.067 3.277 3.907 0.004 -0.196 -0.178 0.078
H 4.104 0.896 2.055 0.082 0.179 0.296 0.129
H 3.406 0.462 6.099 0.066 0.097 -0.306 0.085
H 4.538 1.744 5.624 -0.174 0.116 0.021 0.087
H 2.775 1.936 5.341 0.176 0.087 0.081 0.088
C 1.050 -4.424 6.378 0.296 0.305 0.088 -0.081
N 0.964 -3.484 5.285 -0.403 0.066 -0.588 0.008
C 0.167 -3.548 4.180 0.315 0.745 -0.224 -0.526
C -0.754 -4.728 4.040 -0.175 -0.130 -0.181 -0.011
O 0.217 -2.656 3.337 -0.388 -0.536 0.531 0.008
H 0.806 -3.893 7.300 0.001 -0.302 0.139 0.083
H 2.080 -4.784 6.433 -0.125 -0.208 0.217 0.084
H 0.374 -5.271 6.254 0.112 0.219 -0.057 0.076
H 1.555 -2.661 5.309 -0.072 -0.188 -0.046 0.142
H -1.324 -4.639 3.111 0.217 0.107 0.210 0.087
H -0.173 -5.653 4.001 -0.161 -0.011 0.144 0.086
H -1.458 -4.754 4.876 0.100 -0.183 -0.031 0.086
```
Forces are in eV/Å.

Output
- relative energy (zero: lowest compared OMol25 entry of this formula, charge and spin) (eV) = 2.361
- structure (SMILES) = CCCOCP([PH2]=N)[PH2]=O.CNC(C)=O.CNC(C)=O.CNC(C)=O.CNC(C)=O
- multiplicity = 1
- charge = 0
- DFT total energy (Eh) = -2383.97397
- Kohn-Sham gap (eV) = 8.8

=====

A structure of composition C2H7ClSi2 in a non-equilibrium geometry. Source: the Open Molecules 2025 dataset; level of theory: ωB97M-V with the def2-TZVPD basis set.

The geometry in XYZ format:
```
12
Properties=species:S:1:pos:R:3:forces:R:3:lowdin_charge:R:1
C -0.333 -0.074 0.286 0.188 0.368 -0.012 -0.340
C 1.134 0.405 -0.231 -2.601 1.576 -0.444 -0.391
Si -1.778 -1.917 0.744 3.606 1.956 -1.354 0.748
Si 1.910 1.883 -0.948 0.179 -2.049 0.521 0.314
Cl 1.216 3.150 -2.441 -0.080 -0.367 0.593 0.151
H -0.991 0.515 -0.335 -0.716 -0.212 -0.208 -0.019
H -0.601 0.259 1.328 0.926 0.032 -0.739 0.011
H 1.844 -0.161 0.249 2.184 -0.971 1.153 -0.059
H -2.642 -0.817 0.579 -1.631 0.414 0.111 -0.123
H -1.505 -2.343 2.116 -0.121 -0.221 0.048 -0.114
H -1.736 -2.912 -0.337 -0.266 -0.196 0.237 -0.120
H 3.483 2.012 -1.011 -1.668 -0.329 0.094 -0.057
```
Forces are in eV/Å.

Output
- relative energy (zero: lowest compared OMol25 entry of this formula, charge and spin) (eV) = 4.513
- multiplicity = 1
- charge = 0
- DFT total energy (Eh) = -1119.42806
- Kohn-Sham gap (eV) = 7.6

=====

A structure of composition C22H18F6NO6S4 in a non-equilibrium geometry. Source: the Open Molecules 2025 dataset; level of theory: ωB97M-V with the def2-TZVPD basis set.

The geometry in XYZ format:
```
57
Properties=species:S:1:pos:R:3:forces:R:3:lowdin_charge:R:1
C 4.630 -5.662 4.343 -0.043 -0.045 0.305 -0.088
C 3.609 -4.659 3.855 -0.271 0.251 -0.157 -0.305
C 3.823 -3.274 4.017 -0.318 -0.434 0.016 -0.090
C 3.062 -2.330 3.328 -0.644 -0.306 -0.731 -0.050
C 2.109 -2.768 2.340 0.962 -1.440 1.203 -0.312
C 1.646 -2.103 1.182 -0.393 -0.443 -2.384 -0.219
S 1.607 -3.092 -0.277 -0.549 1.002 3.311 0.694
C 3.023 -2.648 -1.441 -0.882 0.153 0.631 -0.623
F 2.772 -3.195 -2.656 0.662 0.378 0.392 0.091
F 3.063 -1.296 -1.573 0.380 -0.656 -0.280 0.082
F 4.209 -3.078 -0.970 -0.730 0.359 -0.644 0.118
O 1.942 -4.460 0.056 0.128 0.028 -1.295 -0.333
O 0.389 -2.816 -1.015 0.651 0.066 -0.872 -0.343
C 1.703 -4.142 2.452 -0.198 0.794 1.184 -0.099
C 2.431 -5.053 3.190 0.692 0.019 0.112 -0.065
H 4.242 -6.684 4.306 -0.074 0.079 -0.040 0.061
H 5.554 -5.657 3.742 -0.320 0.121 0.079 0.073
H 4.924 -5.474 5.383 0.029 0.028 -0.080 0.063
H 4.609 -2.964 4.711 -0.154 0.096 -0.276 0.096
H 3.195 -1.258 3.493 0.259 -0.276 -0.194 0.095
H 1.445 -1.047 1.056 0.263 -0.154 -0.107 0.020
H 0.744 -4.433 2.025 0.488 0.064 -0.011 0.109
H 2.099 -6.095 3.215 0.242 0.200 -0.025 0.104
F 1.500 1.134 0.025 -1.315 1.179 0.311 0.056
C 0.288 1.784 0.163 0.728 -0.306 -0.283 -0.800
F 0.303 2.537 1.283 0.506 -0.042 -0.636 0.078
F 0.111 2.607 -0.889 0.258 -0.504 0.735 0.101
S -0.952 0.482 0.330 -0.890 0.441 0.521 1.090
N -2.302 1.321 -0.338 -0.857 0.827 1.210 -0.576
S -3.645 2.280 0.695 0.559 -1.809 -0.248 0.750
C -3.671 3.974 0.057 -0.011 0.198 0.105 -0.257
C -3.534 5.029 0.966 0.058 0.065 0.034 -0.053
C -3.717 6.350 0.532 -0.133 -0.222 -0.231 -0.070
C -4.039 6.613 -0.807 0.124 -0.297 0.269 -0.074
C -4.137 5.550 -1.712 -0.018 0.047 0.325 -0.064
C -3.981 4.233 -1.274 0.039 0.024 -0.226 -0.049
O -4.867 1.599 0.365 0.640 0.822 0.111 -0.279
O -3.179 2.286 2.054 0.186 0.325 -0.883 -0.291
S -2.901 0.366 -1.593 0.495 -0.174 -1.385 0.585
C -1.492 0.496 -2.691 -0.076 -0.342 -0.206 -0.304
C -1.315 1.616 -3.505 0.065 -0.007 0.432 -0.068
C -0.071 1.800 -4.103 -0.094 0.037 -0.173 -0.085
C 0.909 0.804 -4.030 -0.181 0.028 -0.018 -0.065
C 0.622 -0.394 -3.387 0.225 0.007 -0.244 -0.053
C -0.555 -0.525 -2.672 -0.297 -0.163 0.078 -0.082
O -3.062 -0.997 -1.157 -0.081 0.932 -0.180 -0.278
O -3.968 1.105 -2.207 -0.224 -0.055 0.187 -0.318
H -3.316 4.824 2.011 0.027 -0.025 -0.233 0.114
H -3.625 7.172 1.249 -0.048 -0.385 -0.279 0.108
H -4.232 7.642 -1.131 0.191 -0.441 0.091 0.107
H -4.354 5.745 -2.763 -0.005 -0.096 0.300 0.109
H -4.111 3.411 -1.967 0.032 -0.063 0.026 0.097
H -2.134 2.320 -3.621 0.283 0.086 0.123 0.108
H 0.133 2.727 -4.638 -0.077 -0.242 0.026 0.102
H 1.889 0.948 -4.484 -0.306 0.019 0.006 0.107
H 1.309 -1.234 -3.436 -0.031 0.239 0.198 0.099
H -0.735 -1.416 -2.087 0.049 0.012 -0.003 0.078
```
Forces are in eV/Å.

Output
- multiplicity = 1
- charge = -1
- DFT total energy (Eh) = -3547.21824
- Kohn-Sham gap (eV) = 4.7